Entry from the Open Molecules 2025 dataset: a cluster of 4 separate species, C30H64BrF3N2O5P in total in a non-equilibrium geometry (ωB97M-V with the def2-TZVPD basis set).

Output
E_LUMO   2.39 eV
Energy relative to the best compared isomer or geometry (same formula, charge and spin)   55.57 kJ/mol
Molecular weight   700.7 g/mol
HOMO   -4.240 eV
Maximum force   2.1 eV/A
Charge   -1

Each atom is followed by the atoms it is bonded to, with distances in Å.
Geometry (Å):
1 C -1.11 -3.49 -2.14  C2 1.528, H25 1.088, H26 1.089, H27 1.087
2 C -0.35 -2.68 -3.19  C1 1.528, C3 1.540, H28 1.087, H29 1.090
3 C -1.01 -1.33 -3.54  C2 1.540, C4 1.529, H30 1.085, H31 1.093
4 C 0.03 -0.36 -4.09  C3 1.529, O5 1.416, H32 1.088, H33 1.094
5 O 0.69 0.43 -3.11  C4 1.416, N6 1.402
6 N 2.01 0.01 -2.90  O5 1.402, C7 1.420, C14 1.465
7 C 2.92 0.31 -3.95  N6 1.420, C8 1.577, H34 1.091, H35 1.092
8 C 3.40 -0.94 -4.78  C7 1.577, O9 1.398, C10 1.519, H36 1.093
9 O 2.83 -2.13 -4.33  C8 1.398, H37 0.963
10 C 4.91 -0.99 -4.88  C8 1.519, F11 1.346, F12 1.366, F13 1.324
11 F 5.41 0.18 -5.32  C10 1.346
12 F 5.25 -1.91 -5.83  C10 1.366
13 F 5.53 -1.34 -3.76  C10 1.324
14 C 2.47 -0.13 -1.51  N6 1.465, C15 1.557, C19 1.555, P22 1.890
15 C 3.78 0.63 -1.17  C14 1.557, C16 1.534, H38 1.099, H39 1.087
16 C 4.07 1.03 0.28  C15 1.534, C17 1.556, Br18 1.956, H40 1.080
17 C 5.53 1.58 0.32  C16 1.556, H41 1.087, H42 1.085, H43 1.089
18 Br 4.11 -0.43 1.58  C16 1.956
19 C 2.72 -1.64 -1.27  C14 1.555, O20 1.257, O21 1.263
20 O 3.82 -2.12 -1.67  C19 1.257
21 O 1.81 -2.29 -0.68  C19 1.263
22 P 1.21 0.46 -0.23  C14 1.890, N23 1.710, O24 1.696
23 N -0.26 -0.41 -0.30  P22 1.710, H44 1.014, H45 1.014
24 O 0.78 2.05 -0.65  P22 1.696, H46 0.963
25 H -1.29 -2.89 -1.25  C1 1.088
26 H -2.06 -3.85 -2.54  C1 1.089
27 H -0.48 -4.31 -1.82  C1 1.087
28 H 0.67 -2.53 -2.85  C2 1.087
29 H -0.26 -3.28 -4.11  C2 1.090
30 H -1.57 -0.94 -2.70  C3 1.085
31 H -1.71 -1.54 -4.35  C3 1.093
32 H 0.70 -0.92 -4.73  C4 1.088
33 H -0.50 0.34 -4.74  C4 1.094
34 H 2.38 0.93 -4.67  C7 1.091
35 H 3.81 0.89 -3.70  C7 1.092
36 H 3.09 -0.82 -5.82  C8 1.093
37 H 3.52 -2.70 -3.99  O9 0.963
38 H 3.75 1.58 -1.73  C15 1.099
39 H 4.66 0.12 -1.54  C15 1.087
40 H 3.47 1.85 0.65  C16 1.080
41 H 6.16 0.70 0.36  C17 1.087
42 H 5.72 2.16 1.21  C17 1.085
43 H 5.78 2.11 -0.60  C17 1.089
44 H -0.17 -1.29 -0.78  N23 1.014
45 H -1.00 0.14 -0.71  N23 1.014
46 H 1.29 2.31 -1.42  O24 0.963
47 C -3.01 -2.24 5.90  C48 1.527, H53 1.091, H54 1.092, H55 1.093
48 C -2.53 -1.25 4.85  C47 1.527, C49 1.527, H56 1.093, H57 1.094
49 C -2.50 -1.84 3.44  C48 1.527, C50 1.528, H58 1.093, H59 1.096
50 C -1.55 -3.02 3.24  C49 1.528, C51 1.527, H60 1.094, H61 1.096
51 C -0.09 -2.73 3.59  C50 1.527, C52 1.526, H62 1.094, H63 1.096
52 C 0.53 -1.64 2.72  C51 1.526, H64 1.088, H65 1.090, H66 1.092
53 H -2.34 -3.10 5.99  C47 1.091
54 H -3.06 -1.76 6.88  C47 1.092
55 H -4.01 -2.62 5.67  C47 1.093
56 H -1.55 -0.87 5.12  C48 1.093
57 H -3.21 -0.39 4.85  C48 1.094
58 H -2.24 -1.04 2.73  C49 1.093
59 H -3.51 -2.16 3.16  C49 1.096
60 H -1.61 -3.34 2.20  C50 1.094
61 H -1.90 -3.87 3.84  C50 1.096
62 H 0.48 -3.66 3.45  C51 1.094
63 H 0.01 -2.47 4.65  C51 1.096
64 H 0.47 -1.90 1.67  C52 1.088
65 H 1.58 -1.51 2.97  C52 1.090
66 H 0.03 -0.68 2.87  C52 1.092
67 C 3.10 5.70 -0.16  C68 1.530, H73 1.091, H74 1.091, H75 1.092
68 C 3.15 6.15 -1.62  C67 1.530, C69 1.526, H76 1.094, H77 1.093
69 C 4.17 5.40 -2.46  C68 1.526, C70 1.522, H78 1.095, H79 1.095
70 C 5.62 5.55 -2.03  C69 1.522, C71 1.527, H80 1.095, H81 1.094
71 C 6.16 6.98 -1.98  C70 1.527, C72 1.526, H82 1.093, H83 1.094
72 C 6.15 7.68 -3.33  C71 1.526, H84 1.092, H85 1.092, H86 1.091
73 H 4.03 5.91 0.37  C67 1.091
74 H 2.30 6.24 0.37  C67 1.091
75 H 2.89 4.63 -0.08  C67 1.092
76 H 3.32 7.22 -1.67  C68 1.094
77 H 2.16 5.98 -2.07  C68 1.093
78 H 4.07 5.71 -3.51  C69 1.095
79 H 3.93 4.33 -2.45  C69 1.095
80 H 6.25 4.97 -2.71  C70 1.095
81 H 5.75 5.09 -1.04  C70 1.094
82 H 7.18 6.95 -1.61  C71 1.093
83 H 5.59 7.58 -1.26  C71 1.094
84 H 6.73 7.12 -4.06  C72 1.092
85 H 6.58 8.68 -3.25  C72 1.092
86 H 5.14 7.80 -3.72  C72 1.091
87 C -9.61 -1.49 4.70  C88 1.526, H93 1.091, H94 1.091, H95 1.092
88 C -9.45 -2.07 3.30  C87 1.526, C89 1.527, H96 1.093, H97 1.094
89 C -8.98 -3.52 3.29  C88 1.527, C90 1.529, H98 1.094, H99 1.095
90 C -7.60 -3.76 3.91  C89 1.529, C91 1.528, H100 1.095, H101 1.094
91 C -6.46 -2.96 3.29  C90 1.528, C92 1.526, H102 1.092, H103 1.094
92 C -6.22 -3.29 1.82  C91 1.526, H104 1.092, H105 1.091, H106 1.092
93 H -8.66 -1.46 5.23  C87 1.091
94 H -9.99 -0.47 4.65  C87 1.091
95 H -10.32 -2.08 5.28  C87 1.092
96 H -8.76 -1.44 2.72  C88 1.093
97 H -10.41 -2.02 2.78  C88 1.094
98 H -8.97 -3.89 2.26  C89 1.094
99 H -9.71 -4.13 3.82  C89 1.095
100 H -7.37 -4.83 3.84  C90 1.095
101 H -7.64 -3.53 4.98  C90 1.094
102 H -5.54 -3.18 3.85  C91 1.092
103 H -6.64 -1.89 3.40  C91 1.094
104 H -6.01 -4.36 1.69  C92 1.092
105 H -5.36 -2.74 1.44  C92 1.091
106 H -7.08 -3.03 1.20  C92 1.092

Atom charges from the Mulliken analysis, given in e for atoms 1 to 6:
1. C -1.40
2. C 0.29
3. C -0.84
4. C -0.33
5. O -0.35
6. N 1.43